Record 1
The following is a quantum chemistry calculation of 2 unconnected molecules or ions with the total composition C9H13FN3S in a non-equilibrium geometry, from the OMol25 dataset.

Geometry as XYZ:
```
27
Properties=species:S:1:pos:R:3:nbo_charge:R:1
C 0.6895 2.6309 0.6787 -0.6170
H -1.2586 -2.7312 -1.2226 0.3777
H 3.0945 1.5842 -0.5259 0.2565
H -0.4623 2.9231 0.8994 0.2135
C 1.4062 -0.7566 1.0664 0.3767
H -1.7735 1.6774 -1.3581 0.4616
H 0.5956 1.9941 -1.5919 0.2469
H 0.9651 2.2630 1.6082 0.2349
N -0.6304 -3.1047 -0.5266 -0.9837
C -0.2398 0.6696 -0.3593 0.4358
C 2.3995 0.0605 0.6709 -0.2467
N -1.4274 0.8749 -0.8645 -0.5539
H 2.2665 0.4054 -1.3969 0.2250
C -2.4956 -0.0151 -0.6995 0.2212
S -3.9890 0.2681 -1.4132 -0.0338
C -1.1071 -1.3932 0.7075 0.2397
H -3.1443 -1.3563 0.6295 0.4528
C 2.1807 0.9794 -0.5426 -0.4239
H 1.1765 3.6811 0.6028 0.2596
H 0.3249 -2.8077 -0.6484 0.3945
F 1.4724 -1.7334 1.9941 -0.3075
H -0.7580 -4.0945 -0.5755 0.4043
H -1.2648 -1.9925 1.5488 0.2447
H 3.4222 -0.1710 1.1251 0.2574
C 0.0267 -0.5397 0.5129 -0.2798
C 0.8214 1.6663 -0.5725 -0.2929
N -2.2910 -0.9821 0.2532 -0.5635
```

Properties
largest force on an atom: 5.4 eV/A
E_HOMO: -11.9757 eV
net charge: +1
E_tot: -1012.76449 Eh

=====

Record 2
The following is a quantum chemistry calculation of a molecular structure, C9H13IrN3O4S in a non-equilibrium geometry, from the OMol25 dataset.

Geometry as XYZ:
```
31
Properties=species:S:1:pos:R:3:nbo_charge:R:1
C 2.0939 -1.6720 1.2201 0.8568
H -3.1812 -0.4536 -1.4375 0.2687
C -3.5416 -0.9976 -0.5691 -0.7569
H -2.2943 -3.3631 -1.8287 0.2504
O -0.9189 2.1047 -3.0642 -0.5315
C -0.8319 2.5228 -0.7412 0.1027
H -0.8930 4.5512 2.4689 0.2499
O 3.1654 -2.2108 1.1702 -0.5654
H -0.8984 4.3405 -1.8395 0.2729
H 1.9408 -1.7738 3.2753 0.4149
N 1.4380 -1.5311 2.4366 -0.5238
Ir -0.3734 -0.2545 0.2903 1.2215
O -1.0359 0.3556 -1.6493 -0.7201
H 0.3815 0.0321 3.0953 0.3870
H -0.6600 -3.3085 -1.1205 0.2626
C -0.8576 3.8978 -0.8549 -0.1897
H -4.3467 -1.6758 -0.8465 0.2549
C -0.8436 2.6198 1.5656 0.0534
C -0.9114 1.6026 -1.9736 0.7512
C -0.8632 3.9991 1.5411 -0.2293
H -0.8862 2.0696 2.4958 0.2041
O 1.4291 -1.1987 0.2001 -0.7156
C -0.8408 4.6496 0.3117 -0.1070
H -0.4643 -1.3794 2.9667 0.3978
H -1.2518 -1.9269 -2.0891 0.2708
H -0.8043 5.7293 0.2618 0.2471
C -1.5308 -2.7182 -1.3970 -0.7554
S -2.1890 -1.9798 0.1143 0.5045
N -0.8009 1.9016 0.4363 -0.5263
H -3.8881 -0.3167 0.2043 0.2489
N 0.2462 -0.8009 2.5274 -0.5992
```

Properties
largest force on an atom: 2.5 eV/A
E_HOMO (spin up / spin down): -12.7834 / -12.7714 eV
net charge: +1
E_tot: -1318.22423 Eh

=====

Record 3
The following is a quantum chemistry calculation of a molecular structure, C9H13LuN3O4 in a non-equilibrium geometry, from the OMol25 dataset.

Geometry as XYZ:
```
30
Properties=species:S:1:pos:R:3:nbo_charge:R:1
Lu -0.5900 0.3376 0.3601 1.8352
H 0.7964 -0.9977 6.2066 0.2333
O 0.1518 3.0325 -1.7863 -0.1876
C -0.1024 2.1309 -1.1085 0.4035
C 1.3256 -0.0862 5.8920 -0.4305
H -3.1336 0.4880 3.7947 0.2949
H -0.7624 0.0983 6.3285 0.2557
C -2.2004 0.3715 3.2340 -0.4053
H 2.3783 -0.1935 6.1697 0.2536
C 0.1600 0.2737 3.7087 0.6783
H 1.3227 0.6282 2.1782 0.4108
H -2.1770 1.0082 5.8034 0.2397
O -2.9681 -2.0852 -0.5966 -0.1994
N 1.2740 0.0669 4.4426 -0.3523
H -2.1549 -0.7909 5.6908 0.2386
N -1.1018 0.2276 4.1946 -0.3674
C -0.3219 -0.8750 -1.7359 0.3913
H 2.9198 0.8900 3.3614 0.2217
O 2.3857 -1.2526 -0.6505 -0.2220
C 2.5484 -0.0834 3.7360 -0.4294
H -2.0819 1.2774 2.6107 0.1912
C -1.5548 0.1266 5.5797 -0.4332
C 1.4148 -0.7435 -0.2666 0.4083
N 0.3287 0.4451 2.3691 -1.0889
H 0.9545 0.7998 6.4292 0.2388
O -0.1192 -1.5509 -2.6561 -0.2314
H 3.2599 -0.4800 4.4699 0.2741
C -2.1917 -1.3064 -0.2429 0.4012
H 2.4542 -0.7844 2.8870 0.1956
H -2.2930 -0.5287 2.5996 0.1816
```

Properties
largest force on an atom: 7.4 eV/A
E_HOMO: -18.8757 eV
net charge: +3
E_tot: -2050.34827 Eh

=====

Summary of ΔE to the lowest compared entry with this formula, charge and spin in kJ/mol
26.0 227.0 0.0
(order as listed above)